1.
34
Properties=species:S:1:pos:R:3:forces:R:3 method="wB97M-V/def2-TZVPD" smiles=Cc1c[nH]c2ccccc12.Cc1ccccc1 e_tot_ha=-674.6272 homo_lumo_gap_ev=8.4627 total_charge=0
C 2.242 -1.869 -3.044 -0.709 0.122 1.269
C 1.007 1.510 -1.856 0.090 -0.054 0.088
C 1.086 0.293 -2.532 -0.064 0.441 1.013
C 1.942 1.869 -0.884 -0.510 -1.131 -1.199
C 2.077 -0.617 -2.172 -0.234 -0.009 -1.725
C 3.004 0.993 -0.676 0.695 0.997 1.026
C 3.049 -0.265 -1.228 -0.974 -0.936 -0.993
H 0.228 2.181 -2.165 -0.352 0.280 0.284
H 0.277 0.057 -3.217 0.434 -0.140 -0.190
H 1.789 2.734 -0.274 0.317 0.625 -0.052
H 3.843 1.412 -0.122 -0.147 -0.579 0.448
H 1.418 -2.040 -3.735 -0.125 0.436 -0.023
H 2.175 -2.719 -2.357 0.734 -0.273 -0.350
H 3.715 -1.089 -0.998 0.670 0.644 0.201
H 3.152 -1.788 -3.633 0.178 -0.394 0.252
C -2.377 2.043 3.257 0.496 -0.858 1.626
C -0.717 -0.556 1.028 -0.434 1.144 0.555
C -1.932 -0.038 1.548 0.850 0.873 0.634
C -1.569 1.137 2.375 -0.012 0.111 -1.060
C -0.215 1.289 2.247 -0.604 -1.051 -0.120
C -0.677 -1.669 0.214 -0.200 -0.675 0.269
C -1.897 -2.260 -0.085 -0.353 0.103 -0.922
C -3.129 -1.675 0.254 0.641 0.495 1.244
C -3.131 -0.621 1.169 -0.338 -0.100 -0.270
N 0.290 0.250 1.493 0.828 -0.228 -0.388
H 0.287 -2.082 -0.061 -0.160 -0.150 -0.209
H -1.988 -3.171 -0.665 0.492 0.045 -0.141
H 1.226 0.242 1.114 -0.142 -0.052 0.071
H -4.050 -2.076 -0.134 -0.131 -0.225 0.139
H 0.477 1.959 2.727 -0.145 0.265 -0.025
H -4.031 -0.233 1.623 -0.342 0.024 -0.301
H -3.384 2.385 3.023 0.088 -0.367 -0.507
H -1.786 2.908 3.539 0.119 0.368 -0.372
H -2.400 1.504 4.227 -0.656 0.249 -0.274

2.
34
Properties=species:S:1:pos:R:3:forces:R:3 method="wB97M-V/def2-TZVPD" smiles=Cc1c[nH]c2ccccc12.Cc1ccccc1 e_tot_ha=-674.6430 homo_lumo_gap_ev=8.4695 total_charge=0
C 4.401 2.468 -0.819 0.642 0.009 0.381
C 1.117 0.696 -0.633 0.101 0.038 0.057
C 1.946 1.686 -1.190 0.215 -0.831 -0.557
C 3.260 1.533 -0.597 -0.711 0.605 0.438
C 3.129 0.543 0.329 0.618 0.288 0.075
C -0.652 1.302 -2.072 -0.812 0.174 0.466
C -0.207 0.512 -1.029 0.650 0.158 -0.139
C 0.155 2.288 -2.667 -0.083 -0.414 0.180
C 1.455 2.459 -2.249 0.096 0.257 0.236
N 1.874 -0.022 0.278 -0.421 0.102 0.290
H -1.709 1.237 -2.348 0.378 -0.068 -0.131
H -0.801 -0.234 -0.527 -0.216 0.076 -0.167
H -0.275 2.892 -3.451 0.106 0.101 -0.103
H 2.095 3.207 -2.691 0.035 0.116 -0.181
H 1.466 -0.506 1.065 0.099 -0.040 -0.264
H 3.858 0.230 1.069 -0.162 -0.108 -0.188
H 5.021 2.584 0.075 -0.051 -0.289 0.050
H 4.075 3.487 -1.022 -0.238 -0.074 -0.302
H 5.080 2.141 -1.608 -0.114 0.071 -0.180
C -0.868 -3.403 2.536 -0.078 0.200 -0.028
C -3.643 -0.775 0.596 0.262 -0.495 -0.373
C -3.559 -0.791 1.962 -0.209 0.076 1.077
C -2.783 -1.590 -0.140 -0.041 1.238 -0.228
C -2.673 -1.652 2.617 -0.206 0.249 -0.434
C -1.779 -2.292 0.479 -0.959 -1.459 0.495
C -1.824 -2.444 1.877 1.154 0.213 -0.469
H -4.329 -0.172 0.026 -0.300 0.254 0.261
H -4.188 -0.163 2.583 -0.075 0.063 -0.174
H -2.875 -1.461 -1.206 0.316 -0.474 -0.312
H -2.620 -1.697 3.694 -0.177 0.038 0.136
H -1.134 -2.960 -0.080 0.206 0.243 -0.137
H -0.960 -3.318 3.620 0.067 -0.313 -0.060
H 0.172 -3.215 2.262 -0.045 0.144 -0.003
H -1.085 -4.413 2.189 -0.045 -0.152 0.289

3.
34
Properties=species:S:1:pos:R:3:forces:R:3 method="wB97M-V/def2-TZVPD" smiles=Cc1c[nH]c2ccccc12.Cc1ccccc1 e_tot_ha=-674.5943 homo_lumo_gap_ev=8.6432 total_charge=0
C -3.097 -2.923 -0.588 0.566 -0.100 1.708
C 0.766 -2.660 -0.662 0.193 -1.166 2.058
C 0.986 -1.530 -1.402 -0.379 0.282 0.855
C -0.506 -3.194 -0.380 0.299 0.562 0.846
C -1.659 -2.441 -0.592 0.134 1.069 -1.738
C -0.181 -0.855 -1.715 -1.338 1.284 -0.590
C -1.441 -1.198 -1.235 0.384 -1.349 0.280
H 1.501 -3.097 0.045 0.257 0.142 -1.301
H 1.958 -1.039 -1.427 -0.189 -0.328 -0.558
H -0.442 -4.062 0.269 -0.669 -0.202 -0.290
H -0.214 0.024 -2.340 0.600 0.416 0.120
H -3.246 -3.526 0.339 -0.195 -0.373 -1.199
H -3.209 -3.370 -1.571 -0.398 -0.860 0.310
H -2.317 -0.563 -1.327 0.279 0.160 -0.506
H -3.874 -2.156 -0.532 0.478 0.417 -0.012
C -0.505 -0.439 2.526 -0.244 -0.545 -0.570
C 1.423 1.926 0.385 0.798 -0.577 -0.400
C 0.243 1.309 0.772 -1.721 1.280 -0.968
C 0.500 0.414 1.809 0.451 0.133 3.063
C 1.814 0.599 2.194 -0.470 0.104 -2.226
C 0.352 3.176 -1.344 0.475 -1.220 -0.377
C 1.519 2.787 -0.730 -0.216 -0.357 1.263
C -0.879 2.623 -0.906 -0.645 1.295 0.841
C -0.957 1.814 0.202 0.957 -0.458 -0.523
N 2.401 1.428 1.221 0.062 0.285 0.637
H 0.475 3.739 -2.253 -0.476 0.451 -0.050
H 2.497 3.152 -0.968 0.270 0.341 -0.495
H -1.844 3.047 -1.201 0.499 -0.129 -0.542
H -1.930 1.604 0.596 -0.295 -0.462 0.191
H 3.382 1.598 1.088 -0.011 0.006 0.257
H 2.364 0.188 3.016 0.246 -0.176 0.003
H -1.107 -0.100 3.369 0.688 0.811 0.368
H 0.016 -1.359 2.849 -0.697 0.123 -0.339
H -1.315 -0.597 1.805 0.307 -0.859 -0.117

4.
34
Properties=species:S:1:pos:R:3:forces:R:3 method="wB97M-V/def2-TZVPD" smiles=Cc1c[nH]c2ccccc12.Cc1ccccc1 e_tot_ha=-674.6476 homo_lumo_gap_ev=8.5481 total_charge=0
C -3.338 1.688 -2.539 -0.477 -0.169 0.454
C -0.195 -0.406 -2.252 0.067 -0.332 -0.952
C -1.064 0.666 -2.279 -0.362 -0.029 0.242
C -0.704 -1.681 -2.525 0.650 0.014 0.500
C -2.430 0.483 -2.509 -0.034 0.912 0.037
C -2.063 -1.874 -2.647 -0.378 -0.138 -0.609
C -2.936 -0.787 -2.706 0.551 -0.794 0.440
H 0.878 -0.253 -2.171 -0.176 -0.012 0.211
H -0.729 1.673 -2.072 0.211 0.018 -0.090
H -0.028 -2.527 -2.630 -0.082 0.105 0.203
H -2.452 -2.880 -2.785 0.052 0.147 -0.028
H -2.977 2.556 -1.985 0.470 -0.099 -0.165
H -4.267 1.439 -2.018 -0.148 -0.029 -0.380
H -3.980 -1.011 -2.860 -0.210 0.370 0.000
H -3.554 1.998 -3.561 -0.113 0.006 0.011
C 3.450 -1.706 3.105 -0.664 -0.247 -0.143
C 0.694 0.092 1.253 -0.334 -0.361 0.119
C 1.787 0.148 2.135 0.213 0.281 -0.230
C 2.300 -1.184 2.280 -0.208 -0.372 0.462
C 1.451 -1.986 1.574 0.144 -0.001 -0.799
C -0.036 1.214 0.864 -0.539 -0.193 0.512
C 0.293 2.428 1.425 0.485 -0.224 -0.332
C 1.402 2.520 2.287 -0.364 0.048 0.257
C 2.130 1.404 2.643 0.202 0.540 0.151
N 0.466 -1.236 0.966 0.161 0.328 -0.176
H -0.939 1.088 0.279 0.159 0.095 -0.133
H -0.280 3.297 1.142 -0.039 0.198 0.157
H -0.128 -1.552 0.218 -0.001 -0.041 0.057
H 1.631 3.463 2.773 0.067 -0.011 -0.238
H 1.529 -3.031 1.294 -0.002 0.058 0.430
H 2.955 1.569 3.325 0.079 -0.339 0.059
H 3.055 -2.362 3.883 0.065 -0.166 -0.054
H 3.996 -0.947 3.651 0.247 0.266 -0.342
H 4.085 -2.301 2.442 0.306 0.173 0.369

5.
34
Properties=species:S:1:pos:R:3:forces:R:3 method="wB97M-V/def2-TZVPD" smiles=Cc1c[nH]c2ccccc12.Cc1ccccc1 e_tot_ha=-674.5022 homo_lumo_gap_ev=8.7081 total_charge=0
C 0.405 2.632 0.487 -1.590 0.334 0.634
C 2.035 -0.091 2.693 -0.317 -0.170 -1.538
C 1.142 0.885 2.288 -1.892 2.440 1.539
C 2.655 -0.818 1.684 -0.681 0.028 -1.827
C 0.942 1.311 0.971 0.175 -0.167 1.378
C 2.288 -0.521 0.299 4.415 -2.393 2.180
C 1.472 0.473 0.056 -2.421 2.417 -2.349
H 2.187 -0.137 3.750 0.204 -0.800 0.364
H 0.487 1.318 3.116 1.177 0.003 -1.058
H 3.247 -1.704 1.855 0.515 0.265 0.225
H 2.977 -0.793 -0.533 -1.002 -0.893 0.706
H 0.157 2.932 -0.603 0.879 -1.216 1.752
H 1.058 3.314 0.974 1.053 1.132 -0.368
H 0.954 0.706 -0.857 1.149 -0.326 -1.368
H -0.471 2.854 1.084 -0.815 -0.012 -0.135
C 0.557 -2.663 -1.081 1.490 -4.152 -0.308
C -1.928 0.052 -1.620 1.660 -0.386 -0.077
C -1.160 -0.921 -0.850 -1.640 2.231 1.025
C -0.378 -1.718 -1.767 -0.412 -1.201 1.713
C -0.772 -1.450 -3.022 -1.881 4.563 0.361
C -2.486 1.176 -0.972 0.637 -3.656 2.705
C -2.566 1.085 0.447 -1.434 3.584 -1.311
C -1.868 0.203 1.220 -1.221 0.210 2.236
C -1.164 -0.767 0.590 2.153 -2.082 -1.031
N -1.673 -0.226 -2.962 0.618 -1.528 0.684
H -2.771 2.043 -1.415 -1.195 2.133 -1.575
H -3.113 1.960 0.964 0.944 -1.462 -0.833
H -1.995 0.334 -3.772 0.415 -0.911 1.069
H -1.939 0.374 2.366 0.492 -0.723 -2.163
H -0.422 -1.472 -4.006 0.844 -1.279 -1.131
H -0.414 -1.320 1.217 -0.962 0.192 -0.756
H 1.651 -2.565 -1.365 -1.364 0.226 0.260
H 0.422 -3.944 -1.269 -0.168 3.783 0.313
H 0.484 -2.542 0.032 0.176 -0.185 -1.316

6.
39
Properties=species:S:1:pos:R:3:forces:R:3 method="wB97M-V/def2-TZVPD" smiles="Cc1cc(N(CN2CCCC2=O)C(=O)c2ccccc2)no1" e_tot_ha=-1009.8893 homo_lumo_gap_ev=9.6291 total_charge=0
C 2.897 -3.582 -0.490 -0.195 -0.066 0.190
C 2.004 -2.551 0.089 -0.048 0.779 -0.118
C 1.909 -1.206 -0.117 -0.082 -0.612 0.130
C 0.849 -0.812 0.744 0.449 -1.261 -0.005
N 0.379 -1.846 1.405 -0.320 0.868 0.504
O 1.086 -2.928 0.995 0.601 -0.487 -0.491
N 0.372 0.472 0.933 -0.059 0.347 0.077
C -0.856 0.748 1.500 -0.039 0.027 0.025
O -1.126 1.866 1.890 -0.075 0.016 0.104
C -1.838 -0.366 1.522 -0.702 -0.024 0.043
C -2.203 -0.998 0.337 -0.031 0.163 0.116
C -3.181 -1.974 0.350 -0.001 0.009 -0.102
C -3.797 -2.325 1.539 -0.025 -0.062 0.020
C -3.447 -1.686 2.716 -0.024 -0.031 0.056
C -2.479 -0.699 2.708 0.142 0.152 -0.147
H -2.204 -0.187 3.617 0.013 0.057 0.097
H -3.933 -1.955 3.643 -0.032 -0.020 0.074
H -4.555 -3.095 1.546 -0.059 -0.056 0.007
H -3.463 -2.463 -0.571 -0.023 -0.027 -0.067
H -1.724 -0.720 -0.592 0.088 -0.009 -0.074
C 1.256 1.595 0.654 0.199 0.166 0.137
N 1.057 2.129 -0.663 -0.207 0.010 0.193
C 1.935 1.983 -1.681 0.004 0.078 -0.287
O 2.955 1.330 -1.635 0.447 -0.167 -0.057
C 1.418 2.793 -2.856 -0.060 -0.014 -0.086
H 1.547 2.251 -3.791 0.087 -0.003 0.049
C -0.041 3.074 -2.500 0.066 0.042 0.001
H -0.388 4.037 -2.869 -0.060 -0.023 -0.001
H -0.683 2.296 -2.914 -0.012 0.012 0.022
C -0.055 3.006 -0.971 -0.298 0.218 0.050
H -0.987 2.603 -0.570 0.057 0.090 -0.027
H 0.113 3.990 -0.517 -0.093 -0.050 -0.003
H 2.008 3.710 -2.913 0.049 -0.007 -0.005
H 2.297 1.270 0.734 -0.186 0.042 0.010
H 1.031 2.370 1.396 0.129 -0.212 -0.168
H 2.491 -0.594 -0.774 0.169 0.153 -0.169
H 3.469 -4.068 0.299 0.081 -0.041 0.000
H 3.577 -3.119 -1.198 0.033 -0.003 -0.031
H 2.309 -4.346 -0.996 0.018 -0.053 -0.068